An isolated molecule of C26H29N7O3S at a distorted geometry, computed with the ωB97M-V functional and the def2-TZVPD basis.

Each line ends with the natural charge from an NBO analysis.
Element x y z (Å)
O: -2.464 -2.806 1.897  -0.640
H: 4.300 -0.909 -1.559  0.231
C: -2.401 4.031 1.089  -0.212
C: -2.503 4.886 -1.147  -0.198
C: 0.089 -3.681 -1.006  -0.404
C: -0.106 -0.795 2.479  -0.603
H: -1.581 -4.147 0.272  0.228
H: -3.273 2.107 1.401  0.208
H: 3.005 -0.496 2.734  0.236
N: -0.516 -1.577 0.201  -0.444
C: 6.374 -0.421 -1.296  -0.193
C: -3.425 2.719 -0.648  -0.077
H: 0.595 -0.997 3.289  0.237
C: 0.353 -1.522 1.226  0.699
C: 7.283 0.405 -0.655  -0.204
N: -3.648 0.278 -0.396  -0.438
H: 0.823 -3.930 -0.238  0.225
N: 1.038 1.075 -0.340  -0.332
H: -2.109 4.139 2.122  0.217
H: -2.293 5.666 -1.862  0.217
C: -1.210 -4.430 -0.713  -0.414
H: 8.342 0.287 -0.834  0.216
H: -1.841 1.464 -1.657  0.404
C: 5.480 1.541 0.446  -0.219
H: -0.980 -5.498 -0.678  0.200
H: 2.498 1.117 3.309  0.226
C: 5.019 -0.273 -1.068  -0.193
C: -2.292 -4.195 -1.761  -0.610
H: 4.113 0.883 2.586  0.225
H: 0.487 -4.001 -1.971  0.198
H: 7.540 2.044 0.698  0.216
H: -2.644 -3.166 -1.743  0.193
H: -4.018 1.318 -2.181  0.210
H: -0.504 0.599 -1.081  0.450
C: -4.581 -0.403 0.373  0.798
C: -3.054 2.883 0.682  -0.151
H: 0.930 -1.725 -1.272  0.222
O: -5.750 -0.091 0.401  -0.625
H: -0.749 -1.859 -1.836  0.208
H: -4.746 -1.949 1.669  0.432
O: 1.501 -1.929 1.148  -0.647
N: -4.080 -1.442 1.098  -0.635
C: 1.199 0.998 0.953  0.174
S: -0.102 1.008 2.126  0.252
N: 2.241 0.976 -0.912  -0.273
C: 6.834 1.389 0.210  -0.209
H: -1.915 -4.415 -2.758  0.198
C: -0.052 -2.158 -1.055  -0.217
H: -3.145 -4.842 -1.568  0.211
H: -3.434 3.615 -2.594  0.213
N: -1.510 0.586 -1.293  -0.806
H: -1.112 -1.057 2.789  0.264
C: -2.758 -1.888 1.152  0.644
C: -2.320 -0.082 -0.448  0.490
H: -5.193 1.524 -0.869  0.280
C: -4.123 1.460 -1.100  -0.259
C: -2.123 5.035 0.176  -0.211
C: -1.870 -1.157 0.297  -0.166
N: 2.519 0.867 1.258  -0.345
H: 6.723 -1.183 -1.977  0.217
C: 3.069 0.580 2.551  -0.421
C: -3.145 3.731 -1.558  -0.219
C: 3.133 0.845 0.037  0.315
C: 4.566 0.702 -0.185  -0.019
H: 5.133 2.332 1.096  0.214
H: -1.614 5.931 0.495  0.216

Gap between HOMO and LUMO (eV): 8.72
HOMO energy (eV): -8.26
Relative energy (zero: lowest compared OMol25 entry of this formula, charge and spin) (kJ/mol): 0.00
LUMO level (eV): 0.46
SMILES string: CCCCN(C(=O)CSc1nnc(-c2ccccc2)n1C)c1c(N)n(Cc2ccccc2)c(=O)[nH]c1=O
Maximum force (eV/Å): 1.09
Net charge: 0

A structure of composition C9H9BiI2IrNO5S at a distorted geometry, computed with the ωB97M-V functional and the def2-TZVPD basis.

Each line ends with the Mulliken spin population.
Element x y z (Å)
H: -2.509 0.069 -1.673  -0.002
C: -0.536 -3.810 0.762  -0.035
C: 0.146 0.676 -2.240  0.007
H: -2.437 1.663 -2.446  0.026
Ir: -0.557 -1.962 0.512  0.860
S: -0.586 0.419 0.497  0.575
C: -0.424 2.746 -0.908  0.009
H: -0.604 3.313 -1.830  0.000
H: 0.621 2.887 -0.621  -0.001
O: 4.412 -0.557 2.530  0.063
H: -2.873 1.529 -0.727  0.008
I: -1.244 1.975 3.962  0.481
O: -1.766 -2.475 -2.238  -0.009
H: -0.028 1.219 -3.182  -0.001
H: -0.074 -0.380 -2.413  -0.002
C: -0.755 1.274 -1.169  0.008
O: 3.184 1.981 -0.595  0.108
C: -1.290 -2.240 -1.160  0.033
C: 3.370 -0.356 2.082  0.119
I: -3.181 0.220 3.319  0.519
C: 1.857 -3.176 2.967  -0.049
O: 2.331 -3.980 3.723  0.225
Bi: 1.622 0.019 1.301  0.715
O: -0.543 -4.989 0.867  -0.002
H: -1.062 3.160 -0.118  -0.002
C: 2.578 1.249 0.093  -0.003
N: 1.379 -2.359 2.207  0.319
H: 1.204 0.771 -1.984  0.002
C: -2.233 1.116 -1.515  0.028

Expectation value of S²: 6.04
Gap between HOMO and LUMO (alpha / beta) (eV): 7.59 / 5.20
Multiplicity: 5
HOMO energy (alpha / beta) (eV): -23.07 / -22.87
Relative energy (zero: lowest compared OMol25 entry of this formula, charge and spin) (kJ/mol): 342.04
LUMO level (alpha / beta) (eV): -15.48 / -17.67
Maximum force (eV/Å): 13.87
Net charge: +4